The ion C2H12N5 with charge +1, computed with wB97M-V/def2-TZVPD.

Total charge: +1
E in eV: -9707.655
Energy above the lowest of the compared OMol25 structures with the same formula, charge and spin in kcal per mole: 153.3
HOMO-LUMO gap in eV: 11.68
Strongest force on any atom in eV/A: 3.56
LUMO energy in eV: -2.986

Structure (XYZ):
```
19
Properties=species:S:1:pos:R:3:forces:R:3:lowdin_charge:R:1
C 2.1477 -0.5908 -0.0768 -2.074 0.199 -2.886 -0.069
C 1.3644 0.7495 -0.0728 -0.682 -2.440 0.193 -0.259
N 0.0829 0.7690 -0.7487 -2.295 0.679 -0.851 0.051
N -1.1374 0.0115 0.0103 1.757 1.229 2.105 -0.388
N -1.2127 -0.0508 1.4576 0.224 1.382 1.011 0.116
N -0.9476 -1.3560 -0.3079 1.478 -0.174 0.963 0.129
N -2.3488 0.6358 -0.4137 1.596 -0.250 1.976 0.179
H 1.8635 -1.1782 -1.0942 1.213 1.091 2.582 0.146
H 3.1733 -0.3719 0.0834 1.122 0.094 -0.641 0.070
H 1.9111 -1.0768 0.8295 -0.628 -1.397 0.763 0.043
H 1.1733 0.9776 0.9272 0.200 1.014 1.908 0.084
H 1.9396 1.4763 -0.5420 0.824 1.586 -0.794 0.111
H -0.2126 1.7706 -0.9359 0.149 -1.481 0.808 0.151
H -1.2950 0.8531 2.0087 0.096 -1.063 -1.782 0.152
H -0.5036 -0.6448 1.9073 -0.305 0.200 -0.812 0.110
H -0.9462 -1.4067 -1.3115 0.309 -0.087 -0.600 0.108
H 0.0617 -1.4616 0.0501 -1.905 -0.656 -1.141 0.096
H -3.0248 -0.0785 -0.4948 -1.098 -1.025 0.015 0.106
H -2.0887 0.9729 -1.2756 0.020 1.099 -2.815 0.063
```
Positions in Å, forces in eV/Å.